# 1
{"formula": "C33H34IN4O6PS3SeW", "method": "the ωB97M-V functional and the def2-TZVPD basis", "e_homo_ev": [-10.67, -10.69], "spin_multiplicity": 2, "e_lumo_ev": [-4.43, -4.17], "total_charge": 1, "elements": ["W", "C", "C", "N", "C", "C", "C", "O", "C", "C", "N", "C", "C", "C", "C", "C", "C", "I", "C", "O", "H", "H", "H", "H", "H", "H", "H", "H", "H", "H", "H", "H", "O", "C", "O", "C", "C", "C", "C", "C", "C", "S", "H", "H", "H", "H", "C", "C", "O", "P", "S", "S", "O", "C", "C", "H", "H", "H", "H", "H", "H", "H", "H", "H", "H", "C", "N", "C", "Se", "N", "C", "C", "C", "C", "C", "C", "H", "H", "H", "H", "H", "H", "H", "H"], "xyz": [[0.323, -0.099, 0.655], [0.437, -4.796, 0.979], [1.234, -4.192, -0.133], [1.754, -5.011, -1.020], [2.426, -4.529, -2.078], [2.624, -3.192, -2.303], [3.371, -2.737, -3.533], [2.623, -1.830, -4.332], [2.088, -2.276, -1.358], [2.329, -0.875, -1.563], [1.798, 0.118, -0.915], [2.249, 1.427, -1.322], [3.605, 1.715, -1.395], [4.026, 2.973, -1.802], [3.096, 3.946, -2.129], [1.739, 3.674, -2.032], [1.328, 2.418, -1.626], [-0.681, 1.978, -1.342], [1.384, -2.781, -0.256], [0.914, -2.027, 0.717], [0.944, -5.684, 1.354], [-0.540, -5.104, 0.601], [0.264, -4.091, 1.787], [2.811, -5.267, -2.773], [3.677, -3.615, -4.107], [4.285, -2.205, -3.261], [1.871, -2.294, -4.716], [3.006, -0.616, -2.369], [4.328, 0.962, -1.108], [5.084, 3.192, -1.851], [3.422, 4.928, -2.444], [1.010, 4.439, -2.262], [-1.588, -1.808, 3.435], [-1.650, -1.546, 2.253], [-1.201, -0.368, 1.812], [-2.234, -2.475, 1.254], [-3.013, -3.511, 1.783], [-3.609, -4.448, 0.968], [-3.411, -4.375, -0.404], [-2.637, -3.365, -0.940], [-2.047, -2.391, -0.127], [-1.216, -1.110, -0.999], [-3.144, -3.548, 2.856], [-4.220, -5.233, 1.393], [-3.863, -5.108, -1.060], [-2.487, -3.308, -2.011], [1.958, 5.485, 3.010], [1.087, 4.516, 3.770], [-0.114, 4.267, 2.995], [-0.636, 2.807, 2.684], [-2.358, 2.763, 1.857], [0.991, 2.121, 1.515], [-0.470, 2.027, 4.054], [-1.571, 1.373, 4.738], [-0.978, 0.568, 5.864], [2.841, 5.731, 3.600], [1.414, 6.405, 2.800], [2.282, 5.047, 2.065], [0.759, 4.925, 4.725], [1.605, 3.575, 3.960], [-2.099, 0.744, 4.025], [-2.250, 2.144, 5.104], [-0.279, -0.171, 5.472], [-1.774, 0.046, 6.397], [-0.447, 1.208, 6.568], [4.174, -2.722, 2.084], [3.002, -2.959, 2.908], [2.017, -2.089, 3.161], [1.922, -0.223, 2.703], [1.107, -2.689, 3.932], [1.491, -4.000, 4.179], [0.878, -5.036, 4.870], [1.545, -6.246, 4.883], [2.776, -6.417, 4.231], [3.382, -5.386, 3.540], [2.708, -4.172, 3.529], [4.144, -1.695, 1.728], [4.165, -3.406, 1.235], [5.077, -2.878, 2.671], [0.199, -2.272, 4.131], [-0.072, -4.902, 5.369], [1.110, -7.084, 5.408], [3.260, -7.383, 4.270], [4.328, -5.521, 3.034]], "forces_ev_per_a": [[-0.30, -0.12, -0.45], [-0.02, 0.04, 0.08], [0.03, -0.10, -0.13], [-0.03, -0.01, 0.05], [0.00, 0.03, -0.02], [0.00, 0.03, 0.02], [-0.03, 0.01, -0.02], [0.01, 0.00, 0.04], [0.03, 0.02, -0.05], [-0.12, -0.02, 0.07], [0.20, 0.08, -0.02], [0.09, -0.15, 0.05], [-0.01, -0.01, 0.00], [0.00, -0.03, 0.01], [-0.01, 0.02, 0.00], [0.02, 0.01, -0.01], [-0.08, 0.09, -0.04], [0.06, 0.01, -0.07], [0.04, 0.11, 0.04], [-0.06, 0.02, 0.02], [0.00, -0.01, 0.02], [-0.04, -0.01, -0.03], [0.01, -0.01, 0.01], [0.00, 0.01, 0.01], [0.00, -0.01, 0.01], [-0.01, 0.00, 0.00], [0.01, 0.00, 0.01], [0.02, 0.00, -0.04], [0.00, -0.01, 0.00], [0.00, 0.00, 0.00], [0.00, 0.00, 0.00], [0.00, 0.00, 0.00], [0.09, -0.05, 0.17], [-0.10, 0.00, -0.17], [0.12, -0.03, 0.22], [-0.04, -0.06, 0.24], [0.00, 0.00, 0.04], [0.01, -0.04, 0.14], [0.03, 0.00, -0.13], [0.02, 0.01, -0.05], [0.00, -0.09, -0.12], [0.21, 0.19, 0.16], [0.01, 0.00, -0.01], [0.00, 0.01, 0.01], [0.00, 0.01, -0.01], [0.01, 0.00, 0.00], [0.00, 0.00, 0.00], [0.01, 0.00, 0.00], [-0.05, 0.02, 0.00], [0.04, -0.02, 0.01], [-0.04, 0.05, -0.02], [-0.07, 0.07, 0.02], [0.06, -0.07, -0.11], [-0.01, 0.02, 0.02], [0.00, 0.02, 0.04], [0.00, 0.00, 0.00], [0.00, 0.00, 0.00], [0.00, 0.00, 0.00], [0.00, 0.00, 0.00], [0.00, 0.00, 0.00], [0.00, 0.02, 0.01], [-0.01, -0.01, 0.00], [0.01, -0.03, -0.02], [0.01, -0.01, 0.00], [-0.01, 0.01, 0.00], [0.00, 0.01, 0.00], [0.00, 0.02, 0.01], [0.02, 0.01, -0.06], [0.01, -0.03, 0.09], [-0.05, -0.01, -0.03], [-0.02, 0.00, -0.03], [0.01, -0.02, 0.01], [-0.01, 0.01, 0.00], [0.00, 0.00, 0.00], [0.00, -0.01, 0.01], [-0.03, 0.00, -0.03], [0.00, 0.00, 0.00], [-0.01, -0.01, 0.00], [0.00, 0.00, 0.00], [0.01, 0.02, 0.01], [0.00, 0.00, 0.00], [0.00, 0.00, 0.00], [0.00, 0.00, 0.00], [0.00, 0.00, 0.00]]}

=====

# 2
{"formula": "C33H34N4O2", "method": "the ωB97M-V functional and the def2-TZVPD basis", "e_homo_ev": -5.93, "e_lumo_ev": -1.68, "elements": ["C", "C", "N", "C", "C", "C", "C", "C", "C", "C", "C", "C", "C", "C", "C", "C", "N", "C", "C", "C", "C", "C", "C", "C", "C", "C", "C", "H", "H", "H", "H", "H", "H", "H", "H", "H", "H", "H", "H", "H", "H", "H", "H", "H", "H", "H", "H", "H", "H", "H", "H", "H", "H", "H", "H", "H", "C", "N", "O", "O", "C", "C", "C", "C", "C", "N", "C", "C", "H", "H", "H", "H", "H"], "xyz": [[6.003, -1.456, 2.491], [5.382, -1.572, 3.882], [3.988, -1.098, 3.914], [3.508, -0.574, 5.207], [2.296, 0.338, 5.029], [1.213, -0.359, 4.194], [1.769, -0.936, 2.925], [3.144, -1.240, 2.811], [3.644, -1.714, 1.576], [2.802, -1.821, 0.495], [1.437, -1.464, 0.574], [0.645, -1.446, -0.598], [-0.640, -0.882, -0.767], [-1.412, -1.208, -1.905], [-2.722, -0.810, -2.032], [-3.326, -0.049, -1.003], [-4.663, 0.338, -1.092], [-5.454, 0.103, -2.312], [-5.031, -1.170, -3.043], [-3.507, -1.223, -3.245], [-5.335, 1.094, -0.017], [-4.694, 0.829, 1.343], [-3.175, 1.044, 1.281], [-2.551, 0.336, 0.114], [-1.229, -0.020, 0.182], [0.941, -1.106, 1.846], [5.094, -2.071, 1.416], [6.179, -0.399, 2.257], [6.994, -1.932, 2.471], [5.383, -2.614, 4.214], [5.961, -1.007, 4.621], [3.262, -1.427, 5.846], [4.330, -0.046, 5.702], [1.900, 0.663, 6.001], [2.613, 1.255, 4.516], [0.739, -1.161, 4.771], [0.409, 0.349, 3.946], [3.204, -2.140, -0.450], [1.075, -1.913, -1.464], [-0.973, -1.818, -2.675], [-6.514, 0.067, -2.040], [-5.327, 0.974, -2.960], [-5.353, -2.045, -2.467], [-5.548, -1.248, -4.010], [-3.218, -0.567, -4.075], [-3.195, -2.234, -3.544], [-5.284, 2.157, -0.269], [-6.398, 0.831, -0.009], [-5.149, 1.458, 2.121], [-4.902, -0.206, 1.642], [-2.939, 2.113, 1.219], [-2.704, 0.685, 2.207], [-0.637, 0.402, 0.972], [-0.115, -0.997, 2.004], [5.424, -1.767, 0.413], [5.177, -3.164, 1.438], [1.507, 1.965, -1.392], [2.630, 1.129, -1.207], [3.281, 1.263, -0.152], [2.940, 0.299, -2.079], [0.733, 2.023, -2.543], [1.071, 1.333, -3.733], [0.320, 1.476, -4.864], [-0.810, 2.296, -4.873], [-1.527, 2.469, -6.054], [-2.093, 2.615, -7.061], [-1.180, 2.955, -3.696], [-0.428, 2.831, -2.563], [1.265, 2.603, -0.566], [1.947, 0.707, -3.747], [0.587, 0.970, -5.779], [-2.062, 3.576, -3.695], [-0.704, 3.356, -1.663]], "forces_ev_per_a": [[-0.07, 0.22, -0.24], [-0.42, -0.19, -0.23], [-0.43, 0.48, -0.90], [-0.19, -0.32, -0.43], [-0.02, 0.11, -0.21], [-0.16, -0.03, 0.52], [-0.39, 0.30, -0.26], [1.12, 0.20, 1.19], [0.00, -0.08, -0.34], [0.04, 0.24, 0.50], [-0.47, -0.26, -0.41], [-0.06, 0.36, 0.59], [0.41, 0.10, -0.03], [-0.27, 0.25, 0.45], [0.08, -0.26, -0.13], [-1.52, 0.42, -0.12], [0.62, -0.82, 0.35], [0.50, 0.18, 0.01], [0.15, -0.25, 0.10], [-0.19, 0.05, -0.42], [0.53, 0.01, -0.27], [0.13, -0.17, 0.03], [-0.19, 0.47, 0.23], [0.20, -0.31, 0.31], [-0.56, -0.01, -0.34], [0.65, 0.00, 0.41], [0.39, -0.17, -0.03], [-0.17, -0.09, 0.07], [-0.32, 0.02, 0.12], [0.14, -0.14, -0.01], [-0.15, 0.04, -0.16], [-0.13, -0.01, 0.15], [-0.07, 0.00, -0.23], [0.13, -0.27, -0.18], [0.00, -0.18, -0.03], [0.08, 0.05, 0.16], [0.24, -0.13, 0.07], [0.11, 0.06, -0.28], [0.20, -0.13, -0.36], [0.11, -0.18, -0.20], [0.19, -0.08, 0.07], [-0.04, 0.00, -0.19], [0.07, 0.14, 0.08], [0.16, 0.19, 0.26], [-0.11, 0.02, 0.02], [-0.16, 0.23, 0.07], [0.01, 0.14, 0.13], [0.19, -0.14, -0.04], [0.11, -0.02, -0.32], [0.07, 0.08, -0.14], [-0.17, 0.04, 0.02], [-0.16, 0.09, -0.21], [0.05, 0.09, 0.05], [-0.11, 0.03, 0.07], [-0.05, 0.01, 0.30], [0.09, 0.02, 0.10], [1.47, -1.08, 0.98], [-1.85, 1.84, -0.05], [0.20, -0.33, 0.19], [0.48, -0.59, 0.24], [0.07, -0.37, -0.81], [0.03, -0.18, -0.16], [-0.33, 0.17, -0.16], [0.45, -0.15, 0.96], [-1.38, 0.37, -2.34], [0.52, -0.19, 1.11], [-0.11, 0.06, -0.16], [0.21, -0.22, 0.07], [0.27, 0.04, 0.38], [-0.10, 0.08, -0.02], [0.14, -0.09, -0.09], [-0.14, 0.14, -0.03], [-0.10, 0.14, 0.17]]}

=====

# 3
{"formula": "C33H34O4PPt", "method": "the ωB97M-V functional and the def2-TZVPD basis", "e_homo_ev": [-3.59, -3.59], "e_lumo_ev": [2.63, 2.63], "total_charge": -1, "elements": ["Pt", "C", "C", "C", "C", "C", "C", "C", "P", "C", "C", "C", "C", "C", "C", "C", "C", "C", "C", "C", "C", "C", "C", "H", "H", "H", "H", "H", "H", "H", "H", "H", "H", "H", "H", "H", "H", "H", "H", "H", "H", "H", "H", "C", "C", "C", "C", "C", "C", "C", "C", "C", "C", "O", "O", "H", "H", "H", "H", "H", "H", "H", "H", "H", "H", "H", "C", "C", "O", "O", "H", "H", "H"], "xyz": [[-1.549, 0.331, -0.691], [-0.535, -1.458, 4.587], [-1.375, -0.226, 4.356], [-1.792, 0.507, 5.466], [-2.558, 1.659, 5.341], [-2.925, 2.106, 4.081], [-2.510, 1.393, 2.966], [-1.744, 0.231, 3.082], [-1.278, -0.495, 1.470], [0.439, -1.103, 1.698], [0.757, -2.448, 1.523], [2.070, -2.895, 1.581], [3.087, -1.984, 1.825], [2.778, -0.641, 1.991], [1.468, -0.176, 1.921], [1.198, 1.299, 2.052], [-2.269, -2.031, 1.282], [-3.063, -2.660, 2.225], [-3.932, -3.682, 1.834], [-3.997, -4.055, 0.502], [-3.193, -3.415, -0.445], [-2.327, -2.408, -0.061], [-1.468, -1.613, -1.031], [-0.714, -1.844, 5.592], [0.529, -1.233, 4.487], [-0.753, -2.248, 3.872], [-1.506, 0.156, 6.452], [-2.862, 2.203, 6.227], [-3.519, 3.003, 3.963], [-2.767, 1.743, 1.970], [-0.036, -3.164, 1.335], [2.293, -3.945, 1.435], [4.119, -2.310, 1.868], [3.572, 0.079, 2.157], [2.137, 1.846, 2.128], [0.595, 1.527, 2.935], [0.665, 1.664, 1.170], [-3.041, -2.334, 3.260], [-4.566, -4.162, 2.569], [-4.685, -4.830, 0.185], [-3.255, -3.683, -1.493], [-1.781, -1.773, -2.067], [-0.425, -1.944, -0.936], [5.610, 1.542, -5.520], [4.366, 1.324, -4.697], [4.088, 0.084, -4.137], [2.930, -0.137, -3.395], [2.656, -1.479, -2.764], [2.026, 0.909, -3.221], [2.283, 2.166, -3.768], [1.322, 3.307, -3.556], [3.454, 2.354, -4.494], [0.775, 0.675, -2.411], [0.916, 0.608, -1.168], [-0.308, 0.558, -3.022], [6.336, 0.745, -5.352], [6.088, 2.492, -5.274], [5.388, 1.562, -6.591], [4.792, -0.733, -4.274], [3.425, -2.204, -3.033], [1.686, -1.872, -3.081], [2.617, -1.392, -1.675], [0.296, 3.000, -3.759], [1.578, 4.150, -4.199], [1.343, 3.648, -2.517], [3.655, 3.336, -4.918], [-4.187, 3.440, -1.211], [-3.342, 2.217, -0.981], [-3.828, 1.066, -1.104], [-2.102, 2.401, -0.685], [-5.245, 3.193, -1.172], [-3.953, 3.834, -2.202], [-3.948, 4.217, -0.485]], "forces_ev_per_a": [[0.25, 0.15, 1.40], [-0.05, 0.01, 0.00], [0.02, -0.07, -0.02], [-0.02, 0.00, 0.01], [0.04, -0.03, -0.04], [0.04, -0.08, -0.01], [-0.06, 0.04, -0.03], [-0.12, 0.25, -0.07], [0.10, -0.37, -0.99], [-0.02, 0.12, 0.04], [-0.05, -0.08, -0.02], [-0.02, 0.13, 0.04], [-0.04, 0.01, -0.01], [-0.03, 0.00, 0.00], [0.08, 0.07, -0.02], [0.02, -0.04, -0.02], [-0.11, 0.31, 0.24], [0.01, -0.06, 0.06], [0.10, 0.07, 0.10], [0.16, 0.11, -0.19], [-0.17, -0.32, 0.15], [0.35, 0.41, -0.61], [0.16, -1.15, 0.18], [0.03, 0.01, 0.00], [-0.01, 0.00, 0.00], [-0.03, 0.00, 0.00], [-0.02, 0.02, 0.00], [0.00, -0.02, -0.01], [0.01, -0.01, 0.00], [0.03, -0.01, 0.00], [0.01, 0.03, 0.01], [-0.01, 0.01, 0.00], [-0.01, -0.01, 0.00], [0.00, -0.03, -0.01], [-0.02, 0.00, 0.00], [0.01, -0.01, -0.02], [-0.04, -0.05, -0.04], [-0.03, -0.01, -0.01], [0.00, 0.01, -0.01], [0.00, 0.00, 0.03], [-0.03, -0.02, 0.02], [-0.05, -0.06, -0.01], [-0.02, -0.17, -0.15], [0.03, 0.02, 0.00], [-0.04, -0.01, 0.01], [-0.02, -0.03, 0.02], [0.04, -0.02, 0.04], [0.03, -0.03, 0.01], [0.02, -0.03, -0.06], [0.02, 0.01, -0.04], [-0.01, 0.00, 0.00], [0.02, 0.05, -0.05], [0.03, -0.01, 0.35], [0.41, 0.11, -0.12], [-0.46, -0.01, 0.06], [-0.01, 0.01, 0.01], [0.00, -0.01, 0.01], [-0.04, -0.01, 0.01], [-0.02, 0.01, 0.00], [0.00, 0.02, -0.01], [0.01, 0.04, 0.00], [0.00, 0.03, -0.04], [0.03, -0.04, -0.02], [-0.01, 0.00, 0.02], [0.02, -0.03, 0.00], [0.01, -0.02, 0.01], [-0.07, 0.17, 0.00], [0.41, -0.59, 0.09], [-0.17, 0.97, -0.29], [-0.71, 0.28, -0.03], [0.01, -0.03, 0.00], [-0.01, -0.01, 0.01], [0.01, -0.01, 0.00]]}

=====

ΔE to the lowest compared entry with this formula, charge and spin across the listed records, respectively: 0.00; 5.04; 36.62 kcal per mole.
F_max across the listed records, respectively: 0.553; 2.736; 1.428 eV/Å.